[1]
C20H36N3O5PS | ωB97M-V/def2-TZVPD

HOMO: -8.73 eV
Frontier orbital gap: 7.622 eV

Geometry as XYZ:
```
66
Properties=species:S:1:pos:R:3:forces:R:3:mulliken_charge:R:1
N -2.906 -2.589 2.073 0.46 0.66 -0.72 -0.6297
P -3.371 -1.501 1.004 1.45 -0.91 1.79 0.4341
C -1.850 -0.526 0.444 0.71 1.34 -1.01 -0.4837
N -1.291 0.213 1.458 0.43 -0.64 -3.02 -0.5787
C -0.160 0.881 1.051 1.66 1.00 0.39 0.1769
C 0.606 1.725 2.090 1.27 0.56 -1.47 -0.5673
C 1.802 2.472 1.778 -1.38 -1.78 -2.22 -0.7870
C 2.369 2.398 0.355 -2.92 -2.12 -0.15 -0.7408
C 1.663 1.579 -0.635 0.75 0.86 0.83 1.0928
C 2.257 1.488 -2.117 0.67 -0.19 0.58 -0.9445
C 2.693 -0.005 -2.523 -0.16 0.64 1.20 -0.0757
O 2.092 -0.430 -3.774 -0.65 -1.48 1.45 -0.3946
C 1.358 -1.585 -3.619 -1.31 -0.17 -0.56 0.2457
O 0.464 -1.893 -4.371 1.09 0.53 0.26 -0.4814
C 0.375 0.806 -0.341 1.98 1.76 0.86 0.4633
N -0.188 0.113 -1.394 -1.87 -0.50 3.75 0.2112
C -1.305 -0.551 -0.958 -0.42 -0.75 -0.09 0.4672
C -2.024 -1.401 -2.090 0.42 2.13 -0.14 -0.8134
C -2.284 -0.361 -3.283 -0.34 -0.58 0.13 -0.7612
C -3.205 0.832 -2.809 -1.28 0.14 -0.45 -0.4569
S -2.455 2.489 -3.186 0.13 0.16 -0.09 -0.2613
H -1.885 -2.473 2.131 -0.49 -0.37 0.33 0.2283
H -4.031 -2.155 -0.069 -0.09 0.90 -0.01 0.0397
H -4.289 -0.588 1.630 0.22 -0.06 -0.98 0.0854
H 0.228 1.777 3.144 0.15 -0.26 -1.28 0.3762
H 2.338 3.087 2.539 -0.67 -0.68 -0.65 0.3954
H 3.288 2.948 0.021 -1.14 -0.61 0.60 0.3386
H 1.559 1.951 -2.862 0.48 -0.67 0.65 0.3776
H 3.221 2.077 -2.165 -1.24 -0.31 0.27 0.2968
H 3.804 -0.105 -2.618 -1.01 0.22 0.07 0.3965
H 2.353 -0.643 -1.653 0.49 0.33 -1.19 -0.0876
H 1.521 -2.292 -2.746 0.68 1.23 -0.45 0.3660
H -1.319 -2.199 -2.438 -0.88 0.54 0.33 0.2348
H -3.035 -1.763 -1.787 1.14 -0.06 -0.07 0.2880
H -2.841 -0.914 -4.097 0.81 0.64 0.77 0.4627
H -1.307 -0.004 -3.694 -0.90 -0.30 0.37 0.3533
H -3.474 0.812 -1.720 0.45 -0.15 -0.91 0.2082
H -4.180 0.790 -3.375 1.01 -0.01 0.66 0.3999
H -3.485 3.371 -3.461 0.30 -1.16 0.33 0.1111
C 2.913 -1.264 1.763 -0.47 -0.01 0.37 -0.8896
C 3.641 -2.226 0.865 0.08 0.14 0.37 -0.3611
O 4.549 -1.495 0.073 0.46 0.06 -0.75 -0.4862
H 2.387 -0.512 1.171 0.02 -0.07 0.00 0.1643
H 2.188 -1.785 2.393 0.02 0.09 0.07 0.3467
H 3.619 -0.729 2.406 -0.04 -0.08 0.07 0.3637
H 2.938 -2.739 0.206 0.16 0.04 -0.14 0.2434
H 4.186 -2.984 1.437 -0.17 -0.10 0.05 0.3263
H 5.172 -1.049 0.660 -0.11 -0.07 -0.07 0.2937
C 3.194 6.990 -0.549 0.11 0.04 0.01 -1.0554
C 2.569 6.129 -1.631 -0.25 0.17 0.33 -0.2908
O 1.824 5.064 -1.049 0.09 -0.11 -0.11 -0.3595
H 3.851 6.391 0.085 0.02 0.01 -0.10 0.2641
H 3.773 7.807 -0.986 -0.03 0.01 0.07 0.3560
H 2.423 7.415 0.100 0.01 0.07 -0.09 0.3270
H 3.342 5.690 -2.263 -0.13 -0.12 0.03 0.2798
H 1.900 6.722 -2.263 0.16 0.08 -0.10 0.2798
H 1.136 5.456 -0.498 0.05 -0.12 -0.08 0.2253
C -4.565 -6.170 3.999 -0.07 -0.10 -0.12 -0.8734
C -4.469 -5.439 5.324 0.21 0.19 -0.36 -0.2252
O -3.141 -4.977 5.539 0.09 0.00 0.16 -0.5340
H -3.878 -7.019 3.979 -0.07 0.01 0.09 0.2580
H -5.580 -6.533 3.825 0.03 0.01 -0.04 0.3025
H -4.281 -5.510 3.175 -0.10 0.04 0.04 0.2326
H -4.731 -6.104 6.148 0.15 0.10 0.05 0.2832
H -5.147 -4.579 5.344 -0.16 -0.11 0.01 0.2390
H -2.919 -4.382 4.812 -0.06 -0.06 0.07 0.3036
```
Positions in Å, forces in eV/Å.

[2]
C6H8 | ωB97M-V/def2-TZVPD

HOMO: -7.83 eV
Frontier orbital gap: 8.535 eV

Geometry as XYZ:
```
14
Properties=species:S:1:pos:R:3:forces:R:3:mulliken_charge:R:1
C -0.135 -1.277 -0.313 -0.04 -0.14 0.00 -0.6987
C -0.717 -0.142 0.550 -0.10 -0.01 0.07 -0.1927
C 0.654 0.209 1.160 -0.03 0.05 0.15 -0.7416
C 0.977 -0.326 -0.828 -0.04 -0.01 -0.05 -0.2567
C 0.131 0.835 -1.314 -0.11 0.11 0.08 -0.5235
C -0.932 0.933 -0.511 0.10 0.02 -0.09 -0.3471
H -0.783 -1.627 -1.122 0.10 0.07 0.11 0.3056
H 0.241 -2.129 0.264 -0.03 0.16 -0.07 0.3014
H -1.544 -0.311 1.253 0.11 0.04 -0.11 0.3619
H 1.028 -0.507 1.899 -0.04 0.09 -0.15 0.3660
H 0.828 1.248 1.453 -0.02 -0.16 -0.08 0.3744
H 1.602 -0.015 0.196 0.03 0.00 0.00 0.2152
H 0.397 1.461 -2.160 -0.06 -0.10 0.15 0.4255
H -1.748 1.649 -0.526 0.12 -0.10 -0.02 0.4101
```
Positions in Å, forces in eV/Å.

[3]
C4H8AgO2 | ωB97M-V/def2-TZVPD

HOMO: -12.84 eV
Frontier orbital gap: 6.913 eV
Total charge: +1

Geometry as XYZ:
```
15
Properties=species:S:1:pos:R:3:forces:R:3:mulliken_charge:R:1
C 1.940 0.533 -0.451 -1.83 0.06 3.99 -0.5660
C 0.518 0.077 -0.609 0.54 2.42 -5.84 -0.5741
C -0.413 0.225 0.597 0.15 -1.29 0.17 -0.4289
C -1.740 -0.407 0.374 0.44 -0.63 -0.14 -0.0170
O -2.798 0.063 0.756 -0.60 0.34 0.17 -0.4913
Ag -5.033 -0.227 0.908 0.42 0.01 -0.05 0.8793
H 2.393 0.852 -1.401 0.73 -1.24 0.33 0.3436
H 2.051 1.387 0.236 0.32 -0.52 0.08 0.3156
H 1.115 -0.529 -1.518 -3.25 -1.51 2.39 0.2706
H 0.019 0.638 -1.416 -0.29 0.79 0.24 0.3507
H -0.532 1.279 0.879 0.10 -0.16 -0.32 0.2840
H -0.006 -0.289 1.487 -0.04 -0.01 -0.22 0.3418
H -1.733 -1.395 -0.134 0.02 0.29 0.08 0.4245
O 2.084 -0.742 0.461 3.06 1.79 -0.95 -0.5164
H 2.134 -1.465 -0.169 0.22 -0.33 0.06 0.3836
```
Positions in Å, forces in eV/Å.

[4]
C13H7BMnNO7 | ωB97M-V/def2-TZVPD

HOMO (alpha / beta): -4.07 / -5.74 eV
Frontier orbital gap (alpha / beta): 6.551 / 8.214 eV
2S+1: 6
Total charge: -1
Expectation value of S²: 8.760

Geometry as XYZ:
```
30
Properties=species:S:1:pos:R:3:forces:R:3:lowdin_spin:R:1
Mn -0.008 -0.201 0.325 -0.02 -1.61 -0.13 4.6053
O 0.035 5.807 -0.058 -0.24 0.35 -0.02 0.0061
C -0.008 4.457 -0.119 -0.06 -0.06 0.05 0.0116
C -1.203 3.754 -0.104 -0.41 -0.06 -0.08 -0.0025
C -1.151 2.378 -0.190 -0.73 0.09 -0.07 0.0199
N -0.006 1.735 -0.350 0.01 0.74 0.30 0.0377
C 1.137 2.387 -0.181 0.71 0.06 -0.08 0.0193
C 1.188 3.764 -0.095 0.51 -0.20 -0.07 -0.0029
C 2.320 1.447 0.150 -0.13 -0.05 -0.03 0.0150
O 3.470 1.835 0.041 0.05 0.25 -0.05 0.0195
O 1.908 0.309 0.578 0.85 0.56 0.16 0.0740
C -2.338 1.443 0.139 0.11 0.00 -0.03 0.0148
O -3.484 1.846 0.035 -0.07 0.26 -0.07 0.0190
O -1.939 0.302 0.565 -0.75 0.50 0.13 0.0727
H -0.871 6.146 -0.081 0.21 -0.04 0.03 0.0001
H -2.161 4.245 0.027 -0.01 -0.04 -0.02 -0.0001
H 2.135 4.267 0.037 -0.01 -0.02 -0.02 -0.0001
O 0.149 -3.232 -1.224 -0.02 0.11 0.12 0.0100
B 0.005 -2.341 -0.115 -0.03 -1.11 0.15 0.0608
O -0.143 -3.195 1.044 0.02 -0.03 -0.24 0.0149
C -0.087 -4.487 0.621 -0.01 0.19 0.15 0.0014
C -0.177 -5.647 1.355 -0.02 -0.23 0.04 0.0007
C -0.084 -6.857 0.658 0.00 0.10 0.01 0.0004
C 0.095 -6.880 -0.720 0.01 0.13 -0.02 0.0005
C 0.186 -5.691 -1.454 -0.01 -0.16 0.01 0.0006
C 0.090 -4.512 -0.752 0.04 0.21 -0.23 0.0014
H -0.317 -5.622 2.428 0.01 0.02 -0.02 0.0001
H -0.150 -7.791 1.203 0.00 0.01 0.00 0.0000
H 0.166 -7.832 -1.233 0.00 0.02 -0.01 0.0000
H 0.326 -5.687 -2.527 0.00 -0.02 0.02 0.0000
```
Positions in Å, forces in eV/Å.

[5]
C4H6O2 | ωB97M-V/def2-TZVPD

HOMO: -9.62 eV
Frontier orbital gap: 10.291 eV

Geometry as XYZ:
```
12
Properties=species:S:1:pos:R:3:forces:R:3:mulliken_charge:R:1
O 1.585 -0.222 1.545 0.44 -0.29 -0.42 -0.4992
C 1.495 -0.084 0.346 0.04 -0.27 0.41 -0.1068
C 0.194 0.087 -0.354 -0.19 -0.02 0.67 0.7176
O 0.267 0.593 -1.666 -0.10 0.50 0.45 -0.5427
C -0.998 -0.803 -0.219 -0.19 -0.36 -0.10 -0.5679
C -0.922 0.299 0.757 0.12 0.41 -0.32 -0.6829
H 2.411 0.019 -0.269 -0.11 -0.03 -0.13 0.3653
H 0.836 1.368 -1.747 -0.10 0.02 0.32 0.3214
H -0.874 -1.835 0.079 -0.11 0.00 0.16 0.2520
H -1.682 -0.614 -1.038 0.12 -0.34 -0.12 0.2422
H -0.646 -0.025 1.767 0.34 0.54 -0.56 0.2251
H -1.545 1.182 0.729 -0.27 -0.16 -0.36 0.2759
```
Positions in Å, forces in eV/Å.

[6]
C44H71BrN8O4PbSSi | ωB97M-V/def2-TZVPD

HOMO (alpha / beta): -11.74 / -11.74 eV
Frontier orbital gap (alpha / beta): 4.762 / 4.483 eV
Total charge: +2

Geometry as XYZ:
```
131
Properties=species:S:1:pos:R:3:forces:R:3:mulliken_charge:R:1
Pb -1.028 -0.458 0.200 -0.77 0.22 1.13 0.9087
C 0.266 3.674 2.178 0.62 0.11 0.65 -1.1982
N -0.641 3.411 1.094 -0.65 -0.46 -0.01 0.9112
C -0.208 3.927 -0.183 0.17 0.36 -0.75 -1.0791
C -1.801 2.740 1.246 0.01 0.08 -0.30 -0.6960
C -2.432 2.567 2.499 -0.30 -0.15 0.30 1.2155
C -3.718 2.099 2.582 0.47 0.27 0.21 -1.5270
C -4.458 1.780 1.434 0.01 0.06 -0.05 -1.2871
C -3.861 1.867 0.205 0.29 -0.10 -0.07 0.0079
C -2.502 2.223 0.094 -0.62 0.13 -0.30 0.6943
N -1.781 1.914 -1.019 0.39 0.11 -0.33 0.0183
C -2.095 2.339 -2.255 -0.06 0.16 0.27 -0.0576
C -3.096 3.324 -2.464 -0.14 0.31 -0.20 -0.7262
C -3.067 4.134 -3.567 -0.28 -0.11 0.36 -0.9258
C -2.047 3.999 -4.511 0.16 -0.05 -0.09 -0.7287
C -1.096 3.010 -4.363 0.04 -0.18 -0.04 -0.1325
C -1.157 2.101 -3.310 0.25 -0.15 -0.37 -0.3828
N -0.327 0.983 -3.247 -0.12 0.37 0.64 1.0932
C -0.956 -0.247 -3.686 -0.06 -0.20 -0.15 -0.8492
C 1.043 1.121 -3.687 0.12 -0.01 -0.12 -1.2467
H 0.839 4.576 1.979 -0.19 0.01 -0.07 0.5457
H 0.960 2.833 2.276 -0.08 0.05 -0.06 0.1095
H -0.242 3.794 3.129 -0.10 -0.05 -0.06 0.3601
H 0.347 4.852 -0.023 -0.05 -0.11 0.14 0.3878
H -1.067 4.155 -0.809 0.13 0.03 0.04 0.3720
H 0.439 3.222 -0.711 0.00 0.03 0.07 0.2336
H -1.903 2.803 3.408 0.01 0.07 0.04 0.5790
H -4.176 1.998 3.554 -0.03 -0.01 0.10 0.5532
H -5.471 1.421 1.518 -0.14 -0.01 0.03 0.4533
H -4.375 1.534 -0.683 -0.05 -0.07 -0.10 0.6515
H -3.832 3.500 -1.696 -0.06 0.04 0.04 0.4848
H -3.821 4.897 -3.679 -0.06 0.10 -0.07 0.4714
H -2.029 4.639 -5.378 0.05 0.10 -0.08 0.4343
H -0.337 2.881 -5.120 0.06 -0.02 -0.06 0.4452
H -0.870 -0.347 -4.774 -0.10 0.00 -0.12 0.3240
H -2.013 -0.236 -3.432 -0.08 -0.09 0.06 0.3900
H -0.468 -1.102 -3.226 -0.03 -0.04 0.03 -0.0435
H 1.150 1.091 -4.777 -0.01 0.01 -0.10 0.3911
H 1.611 0.288 -3.270 0.05 0.05 0.01 0.2522
H 1.459 2.057 -3.317 0.03 -0.04 -0.01 0.3859
C 3.381 -1.113 2.140 0.06 0.00 0.14 -0.5592
N 4.453 -1.711 2.920 0.76 0.68 0.13 0.1137
C 5.022 -2.835 2.193 -0.18 0.09 0.09 -0.7372
N 3.999 -3.845 1.933 0.27 -0.63 -0.51 0.2462
C 2.930 -3.223 1.168 -0.06 0.07 0.13 -1.4011
N 2.328 -2.094 1.872 -0.50 0.30 -0.28 0.6567
C 1.812 -2.575 3.150 0.11 -0.11 -0.02 -0.1338
N 2.867 -3.181 3.948 -0.33 -0.27 0.77 0.0765
C 3.908 -2.184 4.186 -0.03 -0.06 -0.15 -0.6593
C 3.452 -4.293 3.211 -0.09 0.08 0.02 -0.7886
H 3.781 -0.755 1.187 0.00 0.01 0.01 0.1984
H 2.959 -0.267 2.691 0.05 -0.16 -0.14 0.0610
H 5.830 -3.279 2.776 0.00 -0.01 0.01 0.3990
H 5.427 -2.481 1.242 0.02 0.01 0.00 0.2814
H 2.155 -3.969 0.967 -0.04 -0.03 -0.03 0.3803
H 3.328 -2.859 0.217 0.03 -0.01 -0.01 0.4417
H 1.028 -3.313 2.960 0.01 -0.03 0.05 0.3632
H 1.380 -1.737 3.701 0.05 -0.02 -0.02 -0.3925
H 4.706 -2.636 4.777 -0.03 0.05 0.03 0.3300
H 3.484 -1.338 4.732 0.03 -0.05 0.01 0.2855
H 2.684 -5.050 3.029 0.01 0.01 0.00 0.3073
H 4.248 -4.741 3.808 0.00 -0.01 -0.02 0.3888
C -0.928 7.590 1.089 -0.04 0.15 0.02 -1.7258
C -1.026 6.868 2.395 0.12 -0.09 0.03 0.9479
C -2.169 6.145 2.724 0.07 -0.08 0.14 -0.5974
C -2.230 5.429 3.907 -0.10 0.06 0.01 -0.3074
C -1.133 5.413 4.747 0.08 -0.21 0.51 -0.2033
C -0.011 6.172 4.472 0.09 0.03 0.10 -0.4034
C 0.034 6.906 3.299 -0.15 -0.02 0.01 -0.7847
S -1.144 4.310 6.154 -0.03 -0.72 -0.39 1.4085
O 0.111 4.391 6.828 0.15 0.08 -0.22 -0.6864
O -2.379 4.431 6.861 -0.21 0.18 -0.18 -0.7183
N -1.256 2.789 5.360 -0.34 0.83 0.38 -0.4116
C -0.174 1.830 5.541 0.66 -0.39 0.24 -0.9427
C -0.438 0.536 4.752 0.06 0.33 -0.20 -0.6165
C 0.044 0.542 3.294 0.16 0.00 0.41 1.0010
O 1.137 0.988 2.990 0.33 0.23 0.10 -0.9282
O -0.778 0.024 2.450 -0.67 -0.49 -0.95 -0.8820
H -1.636 7.195 0.366 -0.07 -0.02 -0.11 0.3478
H 0.076 7.524 0.677 0.10 0.00 -0.07 0.3871
H -1.147 8.646 1.226 -0.04 0.14 -0.04 0.4171
H -3.013 6.142 2.050 -0.12 0.01 -0.07 0.4507
H -3.110 4.877 4.193 -0.23 -0.07 -0.06 0.6170
H 0.808 6.171 5.174 0.17 0.00 0.05 0.5175
H 0.902 7.506 3.067 0.12 0.02 0.01 0.4616
H -2.128 2.401 5.705 -0.15 -0.01 0.07 0.3862
H -0.065 1.568 6.600 0.09 0.10 -0.16 0.5419
H 0.753 2.305 5.213 0.02 -0.20 0.04 0.4639
H -1.502 0.299 4.761 -0.01 -0.14 0.08 0.4224
H 0.095 -0.282 5.246 -0.07 0.04 -0.04 0.3162
C 2.206 -4.798 -6.377 0.16 -0.24 0.45 -1.8601
C 1.594 -4.117 -5.140 -0.12 -0.10 0.38 2.6358
C 2.142 -2.686 -5.001 0.19 -0.33 0.16 -2.0479
C 0.082 -4.005 -5.380 0.17 -0.19 0.22 -1.9895
Si 2.043 -5.191 -3.570 0.14 -0.61 -0.48 -0.7270
Br 0.857 -1.717 -0.974 0.97 -0.57 -0.67 -0.2016
C 0.674 -6.338 -2.782 0.25 0.29 0.12 2.1723
C 0.437 -7.510 -3.750 0.37 0.36 -0.24 -1.7551
C 1.096 -6.924 -1.428 0.22 0.18 -0.20 -1.7634
C -0.636 -5.565 -2.565 0.22 0.12 -0.24 -1.7664
C 3.925 -5.431 -3.114 -0.29 0.32 0.06 2.4024
C 4.176 -5.527 -1.603 -0.38 0.00 -0.14 -1.9650
C 4.381 -6.741 -3.781 -0.59 0.05 -0.11 -1.7901
C 4.792 -4.278 -3.641 -0.34 -0.08 -0.09 -1.9194
H 2.009 -4.187 -7.254 -0.07 0.12 -0.09 0.4939
H 1.763 -5.777 -6.545 -0.04 -0.15 -0.12 0.4478
H 3.282 -4.918 -6.293 0.20 -0.02 -0.05 0.3642
H 1.681 -2.062 -5.763 -0.11 0.08 -0.11 0.5550
H 3.214 -2.647 -5.156 0.14 0.05 0.08 0.3154
H 1.907 -2.268 -4.024 -0.02 0.24 0.11 0.4053
H -0.081 -3.472 -6.314 0.04 0.11 -0.12 0.6198
H -0.404 -3.446 -4.586 -0.18 0.04 0.12 0.2792
H -0.393 -4.976 -5.486 -0.12 -0.11 0.03 0.4187
H 1.343 -8.093 -3.890 0.10 -0.20 -0.05 0.4087
H 0.094 -7.176 -4.726 -0.11 0.00 -0.19 0.3633
H -0.322 -8.169 -3.334 -0.12 -0.04 0.10 0.4782
H 1.960 -7.577 -1.520 0.13 -0.03 0.06 0.4068
H 0.277 -7.530 -1.044 -0.11 -0.04 0.00 0.6276
H 1.304 -6.142 -0.702 0.08 0.02 0.17 0.2118
H -1.152 -5.374 -3.497 -0.09 0.10 -0.11 0.3530
H -0.458 -4.621 -2.058 -0.10 0.22 0.16 0.3574
H -1.303 -6.158 -1.946 -0.05 -0.15 0.14 0.5221
H 3.644 -6.347 -1.138 -0.07 -0.11 0.12 0.3180
H 3.906 -4.606 -1.101 -0.02 0.15 0.22 0.3688
H 5.237 -5.698 -1.442 0.20 0.02 0.00 0.5385
H 3.868 -7.606 -3.368 -0.04 -0.18 0.06 0.3727
H 5.446 -6.872 -3.608 0.15 0.04 0.06 0.4900
H 4.217 -6.725 -4.856 0.06 -0.08 -0.23 0.4182
H 4.471 -3.325 -3.229 0.04 0.18 -0.01 0.3149
H 4.790 -4.227 -4.726 0.00 0.10 -0.14 0.3862
H 5.819 -4.447 -3.325 0.12 -0.06 0.05 0.6089
```
Positions in Å, forces in eV/Å.

Q: Which formula does entry 6 have?
A: C44H71BrN8O4PbSSi